[1]
Entry from OMol25: C47H37ClMoN2O4S2 as an isolated structure (wB97M-V/def2-TZVPD).

The geometry in ORCA input format:
```
! RIJCOSX wB97M-V def2-TZVPD def2/J DEFGRID3
* xyz 0 1
C 2.9505 -3.9209 -5.1983
H -0.5073 -6.0732 1.4109
H -2.0140 3.2405 0.7389
C 0.9588 -2.7390 -4.5602
C 1.7486 0.7831 -3.7081
C 0.5063 4.4512 0.0653
H -0.2225 -1.3714 2.8655
H 2.4104 1.4042 -1.7523
S 2.6517 -2.9175 -0.3015
C -1.4661 2.0884 -0.9543
H 3.8533 -2.6661 4.2160
Cl 0.3626 -6.0081 4.1164
C 0.0098 -3.4096 3.4362
C 2.7474 -1.5726 1.8245
H 3.5591 5.8168 -0.4607
C -0.3821 2.5306 2.7439
C -1.0687 4.0312 4.5030
H 1.1605 6.2676 -0.8649
H 2.1384 2.6254 -6.5285
S 2.7752 -0.3258 2.9106
H -0.1221 -2.7022 -4.5269
C -0.9854 0.8022 -2.8186
H 4.5511 -5.0520 4.4471
N -0.8422 1.0160 -1.4905
C 2.2329 3.0274 0.9332
H -0.8502 -1.3204 -2.9912
H -2.8124 3.5027 -3.7206
C -0.4780 1.7676 5.0213
H -1.7369 1.4664 -4.6959
C 3.1890 3.9347 0.5078
H -0.5379 4.6689 -0.1171
O 3.7610 -2.5585 -1.1383
C -0.1416 2.2917 1.2542
H -1.3930 5.0148 4.8172
C 4.1862 -4.6830 3.4978
C -0.4605 -5.0395 1.7246
C 2.3231 1.6607 -2.8022
H 0.1420 0.5544 3.3643
H 3.2629 3.5576 -2.5037
C 3.8026 -3.3531 3.3829
O 0.3614 0.9861 1.0544
H -0.6824 -0.4324 -4.5131
C 3.3182 -2.9203 2.1606
C 3.1110 -1.8163 -4.0544
N 2.1965 -1.5628 0.6014
O 1.2689 -0.7545 -1.9035
H 3.4271 -4.7769 -5.6584
H 0.3258 -3.1782 4.4441
C 3.2423 -3.7949 1.0989
Mo 0.6830 -0.2639 -0.2412
H -2.0877 1.5140 0.9993
H 2.5315 2.1203 1.4484
H 4.2362 3.7276 0.6876
H -0.3363 0.9731 5.7425
C -1.6780 1.6811 -3.6389
H 3.5473 -5.7850 0.3366
H 3.1341 4.1989 -4.8948
C -0.8042 3.7897 3.1659
H -1.6407 -0.8446 0.7328
C 2.8208 2.8870 -3.2283
H -1.4233 -1.9087 -0.6469
C 1.7247 -1.7208 -4.0077
C -1.4919 2.3067 0.5361
H 3.7157 -1.0401 -3.6032
H 1.2772 0.4475 -5.7753
C 3.7210 -2.9105 -4.6407
C -2.2735 2.8019 -3.0978
H 0.9593 -4.6205 -5.5814
H -1.0390 -4.2590 -0.1759
C 1.1065 -0.5312 -3.2893
C 1.6946 1.1411 -5.0540
C -0.4126 -0.4344 -3.4578
C 2.8096 5.1070 -0.1353
C -0.2184 1.5216 3.6786
C -2.1766 2.9910 -1.7341
H -1.1072 3.2044 6.4837
C 4.0948 -5.5552 2.4161
O 1.5152 -3.5410 -0.9093
C -0.9487 -1.5616 0.2755
C -0.3105 -2.4022 2.5420
C -0.7707 -4.0146 0.8443
C 2.1860 2.3625 -5.4797
C -0.0632 -4.7256 3.0123
C 0.8803 3.2820 0.7144
C 1.5688 -3.8337 -5.1568
C 1.4669 5.3609 -0.3593
C 2.7472 3.2441 -4.5639
C -0.9066 3.0161 5.4372
H -0.9080 4.5964 2.4497
H -2.6504 3.8343 -1.2522
C -0.6905 -2.6798 1.2290
H 4.3861 -6.5899 2.5383
C 3.6260 -5.1174 1.1837
H 4.8005 -2.9802 -4.6520
*
```

Summary:
relative energy (zero: lowest compared OMol25 entry of this formula, charge and spin)	0.0	kcal/mol
LUMO level	-0.00404	hartree


[2]
Entry from OMol25: C47H37GeN6O4V as an isolated structure (wB97M-V/def2-TZVPD).

The geometry in ORCA input format:
```
! RIJCOSX wB97M-V def2-TZVPD def2/J DEFGRID3
* xyz 1 4
H 2.0996 1.5055 -1.3050
H -5.3004 -2.6949 -2.0632
H 3.6501 -0.0835 5.2171
H 0.2937 -1.8597 -1.7036
N -1.0982 -1.6752 1.3856
C 3.2602 -3.4262 -1.5224
H -4.2586 4.2039 -3.8015
C -1.1179 1.7967 4.8530
C -1.0920 5.0225 -2.9151
H -2.7709 6.1647 -3.6000
N 0.1041 0.6526 3.1460
H 3.9001 -4.1202 -2.0511
C 1.1365 0.4982 4.0007
H -0.0994 2.0608 6.7271
C -0.6175 3.7591 -2.5964
C 5.8509 -1.4021 4.4191
H 1.6874 4.8460 0.2569
H 0.2358 -0.6491 -4.5248
H -2.5253 -4.7522 -5.2842
C 1.1243 -0.2988 -4.0093
H -2.0639 -4.0956 3.4888
C 1.0133 0.4718 -2.8526
C -2.4685 -4.5246 -4.2258
C 2.8197 -2.0237 0.3628
N -1.3682 -4.9173 -3.5902
H -4.3958 -3.5702 -4.1095
C -0.4111 3.0344 0.8548
C -1.1947 2.0154 0.2815
C -3.5010 -3.8667 -3.5795
C -1.4572 2.6500 -2.6966
C -4.3986 -2.8803 -1.4909
H -1.8129 1.3539 2.8730
C 2.0321 -3.0573 -2.0501
C -2.7702 2.8150 -3.1297
O 5.8328 -0.9132 5.5561
C -2.1439 -1.6952 0.5677
C -4.3639 -2.4550 -0.2299
C -2.4371 4.1986 1.4763
N -2.2354 -3.9880 -1.5820
C -3.2118 -3.4225 1.7955
H -4.2753 3.2340 0.9446
C -0.9967 1.2763 3.5793
C -1.0868 -2.5317 2.4152
O 1.5608 1.7743 0.8008
H -1.7833 -0.2140 -2.4704
C 3.4156 0.5664 -2.7015
C 2.3748 -0.6410 -4.5038
H -0.4616 4.9181 1.8675
H -0.4377 5.8813 -2.8427
H -3.1629 1.3101 -0.1491
C -0.0467 1.6653 5.7215
C 4.3337 -1.7079 2.3685
H 4.5857 -3.2211 0.1504
C 1.0714 2.8961 0.8878
V 0.5486 -0.1764 1.1010
C 1.2623 -2.1633 -1.3326
H 5.1694 -2.2586 1.9563
C 3.4704 -0.4640 4.2199
C 3.6510 -2.9183 -0.2980
C -3.2408 4.0786 -3.4566
H 1.7680 4.5666 1.9918
C 3.1368 -1.4930 1.7104
H 4.3085 0.9041 -2.1913
O -0.5987 0.9579 -0.3589
H -5.2487 -1.9571 0.1563
H -2.9212 5.0498 1.9344
H -3.4295 1.9582 -3.2151
H 0.4159 3.6345 -2.2882
C 3.5196 -0.2124 -3.8458
H 4.4950 -0.4812 -4.2298
N 2.1549 -0.7798 2.2757
H -0.4565 -4.9891 -1.7465
C -3.1947 3.1813 0.9189
H 2.9824 3.8131 0.9413
H -2.1076 -1.0086 -0.2661
C -2.4032 5.1798 -3.3443
H -0.2196 -2.4979 3.0634
C -1.3268 -4.6404 -2.2898
C -3.2273 -2.5465 0.7213
C 1.0895 1.0047 5.2933
H -2.0321 2.2897 5.1511
Ge -0.7649 0.9127 -2.2190
C 1.9387 4.1052 1.0171
C -2.1193 -3.4181 2.6486
H 2.4550 -1.2405 -5.4012
C -2.5761 2.0955 0.3112
H -4.0336 -4.1087 1.9537
C 2.1662 0.9119 -2.2067
O 6.6825 -2.0467 3.7687
N 1.6501 -1.6267 -0.1741
C -3.3389 -3.5936 -2.2264
H 1.9303 0.8701 5.9574
C 4.5004 -1.1858 3.6411
C -1.0537 4.1244 1.4316
C 2.3069 -0.2635 3.4998
H 1.6735 -3.4514 -2.9907
*
```

Summary:
<S²>	3.759
relative energy (zero: lowest compared OMol25 entry of this formula, charge and spin)	6.9	kcal/mol
LUMO level (spin up / spin down)	-0.11939 / -0.12067	hartree


[3]
Entry from OMol25: a 8-piece molecular cluster, C47H38N2O19P overall at a distorted geometry (wB97M-V/def2-TZVPD).

The geometry in ORCA input format:
```
! RIJCOSX wB97M-V def2-TZVPD def2/J DEFGRID3
* xyz -1 1
C -0.7525 -2.9425 -6.0584
C 0.4302 1.9286 -2.6476
H 3.0452 0.4224 -9.6693
C 0.4213 -5.4815 1.9003
H 1.9403 2.1764 -8.2886
C 4.8104 7.9182 5.1160
O -8.4749 1.9244 -1.8321
C 1.4213 -4.2624 3.8851
C -2.3601 0.1856 2.6222
H 0.8011 -6.2357 -7.5756
O 2.0229 5.2439 3.8100
C 4.2821 5.6781 4.2670
H -7.7461 2.5981 0.5644
C 0.2157 -2.6867 6.8964
O -3.8003 0.5454 0.2347
H 0.5998 4.3000 -5.7977
C 3.3729 8.2810 5.0455
H -3.0610 1.0137 2.5108
O 2.1781 -7.7277 4.0110
C 5.1926 6.5499 4.6943
H 0.5173 3.5707 3.4309
O 2.1233 -0.8342 2.6152
C -0.0986 1.4875 -8.7095
O 0.1628 -3.1653 2.2343
O 0.5739 -6.0576 -4.9990
C 1.3795 1.4253 -8.8310
H 2.5044 -5.4609 5.2489
H -6.7238 0.5226 -3.1360
C 0.6288 -4.2104 2.6380
H -4.5256 -0.1289 -2.1637
H 1.8181 3.2305 -1.7273
H -1.9638 0.5361 -9.3309
H -1.1848 -2.0148 -5.7017
C 0.9270 -6.6270 2.3485
C -5.2521 0.4572 -1.6150
C 1.0035 -3.6978 7.6409
C 1.3254 3.9253 -3.7579
C -0.2779 2.5467 -5.0028
H 0.4405 0.1430 0.4958
H -0.8617 -1.2178 -10.7042
C 0.3627 -4.3455 8.8124
O -1.1034 0.6414 -3.8946
H -0.1601 -5.4207 0.9889
C 0.2233 -5.1721 -5.7479
C -1.6658 -3.0133 8.4336
H -1.6102 -1.6324 6.7298
C 0.3678 -5.3096 -7.2198
C 1.2221 2.9972 -2.6046
C -6.4263 0.8053 -2.1342
H 1.5621 -3.3225 4.4034
C -7.4030 1.6089 -1.3591
O 2.0435 4.9035 -3.7270
C -1.0557 0.6587 2.0093
H -0.5414 -1.2502 1.1198
H 0.6967 -2.2208 6.0429
O 2.7055 0.6363 4.5729
N 1.0433 2.7967 3.8068
H 2.5107 0.3762 5.4780
H -5.5487 1.9480 1.5387
C -0.3661 -3.9116 -5.2326
C 0.5126 3.6143 -4.9634
H 0.9551 -5.0811 9.3423
H -2.7285 -0.6769 2.0704
C -4.8684 0.8596 -0.2381
C -0.8889 0.4739 -9.4375
O 5.6399 8.7157 5.5046
H 1.4598 -1.4441 2.2599
C -0.3009 -0.4645 -10.1707
H 3.1152 9.2850 5.3586
O 1.7121 -1.3884 -10.9652
C -0.6080 -3.0832 -7.5277
C -0.3790 1.6201 -3.8464
O 2.1336 -3.9857 7.3009
O -2.7942 -2.7284 8.7760
H 0.7864 -7.5657 1.8275
H -1.2539 -0.0717 0.0655
C -1.0228 -2.3689 7.2637
H 6.2453 6.3051 4.7532
C 1.9261 -5.4080 4.3352
H -0.4619 -3.8282 -4.1577
H 1.4080 7.6571 4.5593
H -0.8770 2.3038 -5.8673
O -0.9591 -2.1961 -8.2804
C 1.7197 -6.6809 3.6041
N -0.5356 1.7375 2.4429
C -0.5251 -0.1851 0.8766
O -0.6369 2.3341 -8.0276
C -0.8754 -4.0284 9.1791
C 1.1733 -0.5313 -10.2954
H 4.5386 4.6730 3.9519
C 1.9693 0.4886 -9.5679
H -1.3635 -4.4879 10.0295
C 1.8771 2.0471 1.6542
C 0.8801 1.7309 2.8135
C 2.8446 6.0408 4.1970
O 1.4802 2.4035 0.5206
C -7.0200 2.0114 0.0162
C 2.4609 7.4120 4.6188
H -2.2450 -0.0060 3.6860
O 3.0788 1.9518 1.9913
P 1.4643 0.1875 3.6588
O 0.4682 -0.4435 4.5592
H 2.0215 3.0210 3.8902
C -0.0181 -4.3411 -8.0451
C -5.8460 1.6643 0.5370
H 0.0787 -4.4218 -9.1207
H 0.3465 1.2457 -1.8114
*
```

Summary:
LUMO level	-0.01540	hartree


[4]
Entry from OMol25: C47H40AsF6N4OP2Pd as an isolated structure (wB97M-V/def2-TZVPD).

The geometry in ORCA input format:
```
! RIJCOSX wB97M-V def2-TZVPD def2/J DEFGRID3
* xyz 2 2
C -4.7544 -1.7636 3.4369
H -1.8060 -0.9700 4.6074
C -5.3543 -2.6764 -1.0167
C -3.6182 -1.1930 -1.7720
C -5.5824 -0.9980 4.2530
C -1.2327 -0.9224 3.6783
C 1.1768 -2.7480 -2.9562
H -7.0656 -1.0291 5.7977
F 1.6994 -2.5696 3.9995
H -3.2167 3.4940 -2.0534
H -4.1223 -3.7647 2.9074
H 6.5437 1.5230 -4.7181
H 10.2483 0.3639 -9.2008
H 3.5658 -2.0373 -4.8742
C -1.5898 5.3425 5.7303
C -4.1679 2.6320 -0.3383
C 5.7291 -1.3029 -6.3964
H 10.1955 0.6765 -7.4526
C -2.4229 4.3453 3.7072
H -0.3109 -4.1957 -2.4436
C 2.8795 -0.8829 -3.2216
C -4.0564 -1.4397 0.5872
H -2.3994 6.4500 4.0787
H -0.8642 3.9867 7.2285
N 1.2503 0.8387 0.1500
C 1.7678 -1.5178 -2.6061
C -2.0011 -1.6741 2.5971
C -1.8278 3.1787 -0.4493
H -4.8387 1.7598 1.5024
H -0.9875 3.5999 -0.9887
C -4.7615 -3.1582 3.5379
C -6.4295 -3.0057 5.2611
C -4.6208 -2.1132 -2.0501
C 5.6530 -0.2828 -5.4377
H -0.7027 2.8402 1.3368
C 0.1487 -3.2484 -2.2024
H 9.1710 1.6250 -8.5650
F 3.8994 -1.8842 3.0056
C 2.9106 0.9440 -1.5830
C 6.6033 0.7377 -5.4591
H 3.3255 3.3785 0.7366
C -6.4217 -1.6222 5.1627
C 6.7247 -1.2980 -7.3389
H 5.0118 -2.1136 -6.4165
C 1.7976 0.3482 -0.9882
H 8.3341 1.5498 -6.3967
H 4.3342 2.5456 -1.4009
H 1.5437 -3.3094 -3.8057
N 4.5022 0.6726 -3.4884
C -5.6009 -3.7723 4.4511
N 3.6567 -1.2237 -4.2916
H -3.0698 -0.7225 -2.5804
C -2.1577 5.4708 4.4703
H -1.3893 6.2245 6.3235
H -5.1489 2.6120 -0.7940
H -4.8482 -2.3748 -3.0754
F 2.6582 -3.8541 2.0664
H -1.3549 1.9754 5.9110
H -2.8705 4.4507 2.7272
H -2.1038 -2.7300 2.8636
H -5.6080 -4.8512 4.5321
C 7.6777 -0.2719 -7.3523
F 1.8514 -0.5143 2.7080
C 9.6059 0.6418 -8.3716
H -1.0995 -2.9192 -0.4593
F 2.7569 -1.7300 0.8153
C 1.2427 -0.8558 -1.4865
F 0.6523 -2.4451 1.7916
C -1.6588 2.7285 0.8511
Pd -0.0962 -0.3973 0.9529
C -3.3451 -0.8485 -0.4582
H 6.7988 -2.0783 -8.0844
H -1.4562 -1.7328 1.6353
H 1.3807 2.1889 1.6930
C -2.0971 3.0815 4.2070
C -1.5586 2.9530 5.4905
P -2.5276 1.5976 3.2623
H -5.5635 0.0828 4.1789
O 8.6019 -0.3609 -8.3021
As 2.3374 -2.2253 2.4422
H -0.2726 -1.4092 3.8747
C -5.0829 -2.3367 0.3015
C 2.9112 2.5321 0.2085
H -2.6026 -0.0888 -0.2524
C -0.3052 -2.5371 -1.0845
C 4.6262 -0.2564 -4.4163
C 3.4334 0.3000 -2.7446
C 7.6083 0.7493 -6.4033
H -5.6659 -2.7721 1.1038
H -0.3203 0.9690 4.0999
P -3.6573 -0.9207 2.2857
H -6.1485 -3.3789 -1.2316
H -7.0821 -3.4918 5.9738
C -2.7378 2.1866 1.5515
C 1.8016 1.8738 0.7511
C -3.9952 2.1585 0.9534
N 0.2293 -1.3800 -0.7641
H -0.3662 0.7517 2.4166
C -3.0817 3.1263 -1.0445
C -0.9898 0.5519 3.3429
C -1.2925 4.0849 6.2402
C 3.4641 2.0761 -0.9616
*
```

Summary:
<S²>	0.768
LUMO level (spin up / spin down)	-0.27397 / -0.28739	hartree


[5]
Entry from OMol25: C47H41N4O5PSSc as an isolated structure at a distorted geometry (wB97M-V/def2-TZVPD).

The geometry in ORCA input format:
```
! RIJCOSX wB97M-V def2-TZVPD def2/J DEFGRID3
* xyz -1 1
H 13.7507 7.2678 14.6147
C 17.8060 12.8352 9.0081
O 13.9697 12.7405 12.9448
C 16.5200 18.7470 11.7671
C 10.7684 21.0621 12.3869
C 11.7557 19.4377 9.2292
C 13.2844 11.6986 13.2584
C 11.9390 20.5463 11.8971
H 9.2080 20.0489 6.9352
C 15.6313 19.1721 12.6803
H 11.6580 9.6677 13.4507
C 9.4684 13.3345 11.3031
C 13.4652 9.3088 14.1251
C 13.7688 18.5904 11.2158
H 9.9783 15.0265 8.3623
H 15.9543 11.6064 13.8504
H 8.5294 20.8017 12.2759
H 8.5084 18.5164 8.7557
C 13.1576 21.1679 12.2271
C 12.7480 20.2399 8.5998
H 16.2435 16.9990 14.7145
C 10.2139 14.2227 10.3692
Sc 12.9273 14.0455 11.6328
H 15.6570 11.4438 11.2667
H 13.9066 18.2623 8.2389
H 9.5035 19.4788 11.6262
H 17.1410 15.7854 10.7358
O 11.4274 14.7268 10.5056
C 16.5950 12.6517 9.7827
H 11.0787 21.3867 5.8885
C 11.2293 20.7939 6.8226
H 13.3319 21.5349 6.9219
H 15.9371 19.9509 13.4013
H 14.0963 20.8380 11.7395
C 14.4936 16.8458 13.1739
H 13.1678 17.0475 9.1809
C 16.5970 11.7438 10.8080
C 16.8429 16.1337 12.7862
C 14.0579 10.5566 13.7972
H 14.1377 22.8106 13.3029
C 10.1529 12.6440 12.3583
C 20.1857 10.4947 10.7671
C 15.5174 8.4657 15.0727
H 7.5023 12.8180 12.0220
O 12.2096 8.9196 13.7248
H 17.7814 13.6215 8.2478
C 14.1206 17.4980 8.9406
H 13.7284 20.3914 9.0421
C 16.4107 16.2361 11.3811
H 21.0045 11.2084 11.1187
C 7.4454 13.4355 9.9261
C 14.6376 18.0526 10.2505
C 9.4742 20.2838 12.3986
C 16.1518 9.6620 14.7155
C 8.0637 13.0979 11.1241
N 11.4748 12.6454 12.4170
H 7.6623 14.4216 8.0509
C 16.0797 17.7205 10.7657
H 9.6702 17.6684 9.8197
S 15.0991 13.5418 9.2753
H 19.9803 9.7940 11.6582
H 13.8362 16.8066 13.9914
C 10.7854 22.2527 13.1729
N 11.9319 11.5999 13.1290
C 10.4980 19.2892 8.5501
H 17.7655 10.3849 12.0015
C 9.4918 18.4368 9.1182
C 18.8944 12.1474 9.2974
C 8.1436 14.0568 8.9269
H 12.0279 23.7047 14.1050
H 9.4340 19.8430 13.4283
C 14.2812 18.4484 12.6346
O 13.9645 12.6208 9.2224
H 16.8786 17.8141 10.0359
C 9.4941 14.4742 9.1547
H 9.8493 22.7819 13.4403
H 14.7884 16.7056 8.5616
C 13.2138 22.2689 13.0978
C 12.5341 20.8582 7.3765
H 13.6221 18.9795 13.2865
H 17.8593 15.7508 13.0830
N 14.7085 14.5140 10.5101
H 9.6747 12.0024 13.0440
C 12.0061 22.7471 13.5790
P 11.9572 18.9408 10.9270
C 15.9787 16.6538 13.6677
O 15.5234 14.2640 8.1234
H 6.3944 13.1546 9.7578
H 20.6445 10.0048 9.8798
C 10.1995 20.1223 7.3786
N 14.1873 15.7313 12.3322
H 19.7460 12.1709 8.6182
C 14.2258 8.2459 14.6511
H 17.6042 18.9533 11.8741
H 17.1941 9.8000 14.9488
C 18.9157 11.2358 10.3676
H 16.0449 7.7319 15.6774
C 17.7657 11.0491 11.1243
C 15.4389 10.6762 14.0911
C 15.0989 15.4580 11.3886
*
```

Summary:
relative energy (zero: lowest compared OMol25 entry of this formula, charge and spin)	119.8	kcal/mol
LUMO level	0.04753	hartree